[1]
{
  "formula": "C2H5Br2PS",
  "method": "wB97M-V/def2-TZVPD",
  "elements": ["C", "C", "P", "S", "Br", "Br", "H", "H", "H", "H", "H"],
  "xyz": [[0.055416, -0.217595, 1.751209], [-0.393338, -0.028784, 0.311766], [-2.228509, -0.066783, 0.316482], [-2.985780, -0.556433, 2.427234], [-3.163145, 1.715088, -0.769617], [-2.860092, -1.726223, -1.006512], [-0.378561, -1.048529, 2.178666], [1.227542, -0.246127, 1.762054], [-0.276758, 0.676134, 2.262609], [-0.084296, -0.927468, -0.171341], [-0.076304, 1.017636, -0.176544]],
  "atomic_forces_ev_per_a": [[3.1, 2.9, -1.0], [-0.1, 2.2, -0.5], [-2.4, -1.0, 3.3], [1.0, 1.2, -3.9], [0.8, -0.9, 0.7], [0.3, 0.4, 0.1], [-0.6, -1.8, 0.9], [-2.2, -0.1, 0.1], [0.2, 0.0, 0.7], [0.2, -0.2, -1.4], [-0.4, -2.6, 0.9]],
  "smiles": "CCP(=S)(Br)Br",
  "e_tot_ev": -162364.1032,
  "e_lumo_ha": -0.0415,
  "e_above_lowest_ev": 1.285
}

[2]
{
  "formula": "C2H4N2OS",
  "method": "wB97M-V/def2-TZVPD",
  "elements": ["C", "C", "H", "H", "H", "H", "N", "N", "O", "S"],
  "xyz": [[0.947959, -0.183250, -0.294246], [-2.001539, -0.425528, 0.130876], [1.652279, 1.825507, 0.652820], [-0.225089, 1.549585, -0.747288], [2.400545, -1.467800, -0.158365], [-2.754293, -1.357939, 1.015347], [0.653856, 1.220288, 0.191581], [2.206914, -0.474995, -0.234300], [-2.380798, 0.674002, -0.435842], [-0.499833, -1.359873, -0.120581]],
  "atomic_forces_ev_per_a": [[2.3, 3.3, 3.3], [-2.9, 2.5, -1.2], [-4.0, -2.4, -3.0], [3.8, -0.1, 4.0], [0.0, -0.3, -0.4], [1.7, 3.1, -2.7], [-1.1, -0.6, -3.2], [-2.4, -0.5, -0.3], [2.0, -6.0, 3.6], [0.6, 1.0, 0.0]],
  "e_tot_ev": -17996.4330,
  "e_lumo_ha": -0.0107,
  "e_above_lowest_ev": 6.226
}

[3]
{
  "formula": "C4H11Cl3FN2O5PS",
  "method": "wB97M-V/def2-TZVPD",
  "elements": ["N", "C", "C", "C", "N", "P", "O", "O", "O", "S", "O", "O", "F", "H", "H", "H", "H", "H", "H", "H", "H", "H", "H", "C", "Cl", "Cl", "Cl", "H"],
  "xyz": [[-4.447768, 2.137742, -0.501747], [-3.096048, 1.913012, 0.029734], [-2.656673, 0.479146, -0.269188], [-1.561784, -0.108570, 0.613511], [-0.138133, 0.017956, 0.099104], [0.958078, -0.807187, 1.174263], [1.146012, -0.160659, 2.458275], [0.283798, -2.242923, 1.272966], [2.247212, -1.079093, 0.288784], [0.339996, 1.550163, -0.263586], [1.756979, 1.587359, -0.255407], [-0.414435, 2.047998, -1.351150], [-0.147430, 2.343502, 0.989690], [-4.966386, 2.758652, 0.106589], [-4.402997, 2.605251, -1.399123], [-3.108962, 2.064322, 1.111711], [-2.382288, 2.629168, -0.378501], [-3.542138, -0.139900, -0.114234], [-2.379329, 0.366783, -1.319451], [-1.710222, -1.180437, 0.670709], [-1.606446, 0.290555, 1.629855], [0.674084, -2.886184, 0.669461], [2.200862, -0.717599, -0.603591], [5.366350, -2.604893, -0.873402], [6.806797, -3.297874, -0.138352], [5.681841, -2.081031, -2.526915], [4.021503, -3.748920, -0.825010], [5.077529, -1.736337, -0.294994]],
  "atomic_forces_ev_per_a": [[0.0, 0.2, 0.1], [0.0, 0.1, -0.1], [-0.1, 0.0, -0.1], [0.0, -0.1, -0.3], [0.0, 0.5, 0.7], [0.1, -0.2, -0.4], [0.0, 0.1, 0.1], [0.0, 0.0, 0.0], [-0.1, -0.1, 0.1], [-0.2, -0.3, -0.2], [0.1, 0.0, -0.1], [0.1, 0.0, -0.1], [0.1, 0.0, 0.0], [0.0, 0.0, 0.0], [0.0, -0.1, 0.0], [-0.1, -0.1, 0.0], [-0.1, 0.0, 0.1], [0.0, 0.0, 0.0], [-0.1, 0.0, 0.0], [0.0, -0.1, 0.0], [0.0, 0.1, 0.0], [0.0, 0.0, 0.0], [0.1, 0.2, 0.0], [0.0, 0.1, 0.1], [0.0, 0.0, 0.0], [0.0, 0.0, 0.0], [0.0, -0.1, 0.0], [0.0, 0.0, 0.0]],
  "e_tot_ev": -77955.3718,
  "e_lumo_ha": 0.0023
}

[4]
{
  "formula": "C31H32F6N2O4S6Sc",
  "method": "wB97M-V/def2-TZVPD",
  "elements": ["Sc", "C", "C", "S", "C", "C", "S", "C", "C", "S", "H", "H", "H", "H", "H", "H", "H", "H", "H", "H", "H", "H", "F", "C", "F", "F", "S", "O", "O", "N", "S", "O", "O", "C", "F", "F", "F", "S", "C", "C", "C", "C", "C", "C", "N", "C", "C", "C", "C", "C", "C", "C", "H", "H", "H", "H", "H", "H", "H", "H", "C", "C", "C", "C", "C", "C", "C", "C", "C", "C", "H", "H", "H", "H", "H", "H", "H", "H", "H", "H", "H", "H"],
  "xyz": [[0.115778, 0.719162, -0.211662], [2.085038, -2.771613, 0.519159], [2.000645, -2.848520, -1.001176], [1.160077, -1.444086, -1.793203], [2.362342, -0.884101, -3.030253], [3.786549, -0.596943, -2.565741], [3.875011, 0.704244, -1.307231], [4.948132, -0.036727, -0.051966], [4.487566, -1.359819, 0.553196], [2.793862, -1.264439, 1.208408], [2.626146, -3.647515, 0.886536], [1.084547, -2.787455, 0.951369], [1.451841, -3.752020, -1.271751], [2.989605, -2.929958, -1.451396], [1.904104, 0.031723, -3.411124], [2.386811, -1.612769, -3.843453], [4.364989, -0.287374, -3.438590], [4.263299, -1.496590, -2.177846], [4.978207, 0.734811, 0.721187], [5.963722, -0.142509, -0.440951], [5.178096, -1.633940, 1.353994], [4.533311, -2.159361, -0.187261], [-1.356144, 3.527927, 3.402842], [-1.676818, 4.272890, 2.348581], [-2.963162, 4.078118, 2.059179], [-1.496850, 5.556421, 2.659173], [-0.657573, 3.830142, 0.879297], [-0.979640, 2.421066, 0.684524], [-1.063949, 4.750030, -0.127809], [0.791617, 4.116854, 1.403516], [1.981797, 3.107573, 1.527372], [3.224627, 3.725206, 1.196236], [1.715810, 1.795540, 0.988755], [2.116025, 2.814705, 3.340858], [2.262586, 3.975364, 3.984717], [3.190004, 2.057866, 3.577114], [1.042961, 2.194814, 3.814743], [-2.692084, 1.520351, -4.079796], [-3.341706, 0.084180, -3.359625], [-4.468098, -0.642230, -3.733210], [-4.774760, -1.781286, -3.013844], [-3.968708, -2.185451, -1.944504], [-2.855586, -1.459944, -1.569815], [-2.538099, -0.303302, -2.280955], [-1.448216, 0.532527, -2.045255], [-1.394088, 1.505037, -2.907840], [-0.314122, 2.495085, -2.922710], [-0.370308, 3.577998, -3.803817], [0.647762, 4.511672, -3.798545], [1.704209, 4.346702, -2.909716], [1.732622, 3.259223, -2.044087], [0.730894, 2.276344, -2.003555], [-5.083416, -0.322823, -4.564556], [-5.646375, -2.364922, -3.282905], [-4.222636, -3.082697, -1.393143], [-2.230322, -1.733361, -0.728885], [-1.212720, 3.702663, -4.477729], [0.614127, 5.363876, -4.466134], [2.504749, 5.078455, -2.884528], [2.579668, 3.187415, -1.369048], [-1.069662, -0.286799, 3.393787], [-1.625510, -0.990769, 2.141909], [-3.005640, -0.355535, 1.882334], [-0.684774, -0.770163, 0.941593], [-1.744951, -2.487060, 2.399201], [-0.664535, -3.191112, 2.944964], [-0.698020, -4.566404, 3.105149], [-1.820687, -5.293897, 2.724596], [-2.903992, -4.615082, 2.191343], [-2.866297, -3.233038, 2.036784], [-1.023507, 0.785221, 3.194150], [-0.055127, -0.611280, 3.623214], [-1.707348, -0.448939, 4.272038], [-2.863668, 0.716336, 1.737334], [-3.698764, -0.504196, 2.721281], [-3.467925, -0.738622, 0.973182], [-0.539127, -1.744324, 0.433541], [0.227810, -2.647477, 3.229597], [0.159900, -5.076335, 3.529434], [-1.848890, -6.369969, 2.846875], [-3.792006, -5.161581, 1.893157], [-3.731004, -2.733196, 1.619386]],
  "atomic_forces_ev_per_a": [[0.0, -0.5, 0.1], [0.0, 0.0, 0.1], [0.0, 0.1, 0.0], [0.0, 0.1, -0.1], [0.0, 0.0, 0.0], [0.0, 0.0, 0.0], [0.0, 0.0, 0.0], [0.0, 0.0, 0.0], [-0.1, 0.0, 0.0], [0.0, 0.0, 0.0], [0.0, 0.0, 0.0], [0.0, 0.0, 0.0], [0.0, 0.0, 0.0], [0.0, 0.0, 0.0], [0.0, 0.0, 0.0], [0.0, 0.0, 0.0], [0.0, 0.0, 0.0], [0.0, 0.0, 0.0], [0.0, 0.0, 0.0], [0.0, 0.0, 0.0], [0.0, 0.0, 0.0], [0.0, 0.0, 0.0], [0.0, 0.0, 0.0], [0.0, 0.0, 0.0], [0.0, 0.0, 0.0], [0.0, 0.0, 0.0], [0.0, 0.1, 0.0], [0.1, 0.1, 0.0], [0.0, 0.0, 0.0], [-0.1, -0.1, 0.0], [0.1, 0.3, 0.1], [0.0, 0.0, 0.0], [-0.1, -0.2, 0.0], [0.0, 0.0, 0.0], [0.0, 0.0, 0.0], [0.0, 0.0, 0.0], [0.0, 0.0, 0.0], [0.0, 0.0, 0.0], [0.0, 0.0, 0.0], [0.0, 0.0, 0.0], [0.0, 0.0, 0.0], [0.0, 0.0, 0.0], [0.0, 0.0, 0.0], [0.0, 0.0, -0.1], [-0.1, 0.0, 0.1], [0.0, 0.0, 0.0], [0.0, 0.0, 0.0], [0.0, 0.0, 0.0], [0.0, 0.0, 0.0], [0.0, 0.0, 0.0], [0.0, 0.0, 0.0], [0.0, 0.1, 0.0], [0.0, 0.0, 0.0], [0.0, 0.0, 0.0], [0.0, 0.0, 0.0], [0.0, 0.0, 0.0], [0.0, 0.0, 0.0], [0.0, 0.0, 0.0], [0.0, 0.0, 0.0], [0.0, 0.0, 0.0], [0.0, 0.0, 0.0], [0.0, 0.0, 0.0], [0.0, 0.0, 0.0], [0.0, 0.1, -0.1], [0.0, 0.0, 0.0], [0.0, 0.0, 0.0], [0.0, 0.0, 0.0], [0.0, 0.0, 0.0], [0.0, 0.0, 0.0], [0.0, 0.0, 0.0], [0.0, 0.0, 0.0], [0.0, 0.0, 0.0], [0.0, 0.0, 0.0], [0.0, 0.0, 0.0], [0.0, 0.0, 0.0], [0.0, 0.0, 0.0], [0.0, 0.1, -0.1], [0.0, 0.0, 0.0], [0.0, 0.0, 0.0], [0.0, 0.0, 0.0], [0.0, 0.0, 0.0], [0.0, 0.0, 0.0]],
  "e_tot_ev": -145855.4213,
  "e_lumo_ha": 0.0786,
  "e_above_lowest_ev": 2.278,
  "charge": -1
}